1.
Formula: C5H12NO
Source: the OMol25 dataset
Level of theory: wB97M-V/def2-TZVPD

Element x y z (Å)
O1 1.44 1.99 1.46
N1 -0.97 -0.50 1.32
C1 0.25 1.63 1.12
C2 0.68 -1.77 -0.81
C3 -0.67 0.31 -1.38
C4 0.33 0.17 0.81
C5 0.58 -0.20 -0.65
H1 -1.13 -0.35 2.27
H2 -0.54 0.34 -2.57
H3 -0.70 1.41 -1.10
H4 -0.14 2.24 0.28
H5 -0.44 1.92 2.02
H6 1.12 -0.48 1.39
H7 0.03 -2.26 -0.03
H8 1.40 0.24 -1.22
H9 1.75 -2.08 -0.69
H10 -1.57 -0.22 -1.15
H11 -1.81 -0.34 0.79
H12 0.39 -2.05 -1.86

The calculation puts the gap between HOMO and LUMO (alpha / beta) at 2.82 / 6.47 eV. Its total charge is -2. The spin multiplicity is 2. The expectation value of S² is 0.75. For the lowest unoccupied orbital energy (alpha / beta), the calculation gives 7.1 / 7.2 eV.

Here are the natural (NBO) charges for atoms 1 to 4, given in e:
1 O -0.979
2 N -0.924
3 C -0.015
4 C -0.938

=====

2.
Formula: C5H12NO
Source: the OMol25 dataset
Level of theory: wB97M-V/def2-TZVPD

Element x y z (Å)
O1 -2.79 -0.68 -0.27
N1 -1.35 -0.78 1.91
C1 0.85 -0.30 0.72
C2 -1.48 -0.57 -0.59
C3 1.42 0.14 -0.63
C4 1.28 1.67 -0.92
C5 -0.54 -0.97 0.64
H1 -2.25 -1.06 1.48
H2 0.98 -0.33 -1.51
H3 0.68 0.60 1.35
H4 -1.28 0.45 -0.92
H5 1.51 -0.96 1.34
H6 -1.52 0.21 2.06
H7 1.80 2.01 -1.79
H8 1.73 2.37 -0.19
H9 -1.16 -1.35 -1.36
H10 2.48 -0.19 -0.79
H11 0.20 1.79 -1.05
H12 -0.56 -2.06 0.53

The calculation puts the gap between HOMO and LUMO (alpha / beta) at 2.86 / 7.02 eV. Its total charge is -2. The spin multiplicity is 2. The expectation value of S² is 0.75. For the lowest unoccupied orbital energy (alpha / beta), the calculation gives 7.1 / 7.1 eV.

Here are the natural (NBO) charges for atoms 1 to 4, given in e:
1 O -0.989
2 N -0.908
3 C -0.444
4 C -0.039

=====

Which of them is the most stable, and which is the least stable? 2 and 1, in that order.

=====

1.
Formula: C5H3N3
Source: the OMol25 dataset
Level of theory: wB97M-V/def2-TZVPD

Element x y z (Å)
N1 1.02 -1.41 -0.16
N2 -1.52 0.92 -0.22
N3 -1.41 -1.45 -0.12
C1 -0.15 0.68 -0.63
C2 -2.17 -0.14 0.14
C3 -0.25 -0.91 -0.45
C4 1.87 -0.39 0.01
C5 1.25 0.99 -0.11
H1 -3.31 0.11 0.56
H2 1.63 2.10 0.60
H3 3.05 -0.49 0.37

The calculation puts the gap between HOMO and LUMO at 6.86 eV. Its total charge is 0. For the lowest unoccupied orbital energy, the calculation gives -2.3 eV.

Here are the natural (NBO) charges for atoms 1 to 4, given in e:
1 N -0.423
2 N -0.488
3 N -0.408
4 C 0.085

=====

2.
Formula: C5H3N3
Source: the OMol25 dataset
Level of theory: wB97M-V/def2-TZVPD

Element x y z (Å)
N1 1.87 0.41 0.88
N2 -0.56 0.04 -1.62
N3 0.64 -0.03 1.58
C1 1.64 0.51 -0.35
C2 -0.22 -0.23 0.69
C3 -1.81 -0.33 -0.88
C4 -1.66 -0.52 0.45
C5 0.27 0.10 -0.68
H1 -2.44 -0.67 1.22
H2 2.34 0.88 -1.09
H3 -2.80 -0.34 -1.42

The calculation puts the gap between HOMO and LUMO at 7.91 eV. Its total charge is 0. Its SMILES is C1=NC2=CN=NC2=C1. For the lowest unoccupied orbital energy, the calculation gives -1.9 eV.

Here are the natural (NBO) charges for atoms 1 to 4, given in e:
1 N -0.201
2 N -0.326
3 N -0.193
4 C 0.024

=====

Which of them is the most stable, and which is the least stable? 2 and 1, in that order.

=====

1.
Formula: C5H3N3
Source: the OMol25 dataset
Level of theory: wB97M-V/def2-TZVPD

Element x y z (Å)
N1 1.88 1.70 2.09
N2 -0.58 -1.04 -1.13
N3 1.65 -0.17 -1.41
C1 1.22 1.24 1.13
C2 -1.39 -0.74 -0.27
C3 -1.01 0.13 0.86
C4 0.24 0.53 0.41
C5 0.52 -0.15 -0.77
H1 -1.62 0.47 1.62
H2 -2.43 -1.21 -0.36
H3 1.52 -0.75 -2.17

The calculation puts the gap between HOMO and LUMO at 8.44 eV. Its total charge is 0. Its SMILES is [H]/N=C1\N=CC=C1C#N. For the lowest unoccupied orbital energy, the calculation gives -2.0 eV.

Here are the natural (NBO) charges for atoms 1 to 4, given in e:
1 N -0.251
2 N -0.412
3 N -0.469
4 C 0.273

=====

2.
Formula: C5H3N3
Source: the OMol25 dataset
Level of theory: wB97M-V/def2-TZVPD

Element x y z (Å)
N1 -0.30 -1.48 0.02
N2 -2.41 -0.53 0.00
N3 -1.59 -1.58 -0.03
C1 -0.45 0.87 -0.03
C2 0.31 -0.30 -0.07
C3 2.94 -0.34 0.00
C4 1.73 -0.34 0.00
C5 -1.83 0.71 -0.03
H1 -2.53 1.54 0.11
H2 0.09 1.82 0.06
H3 4.02 -0.37 -0.03

The calculation puts the gap between HOMO and LUMO at 9.34 eV. Its total charge is 0. Its SMILES is C#Cc1ccnnn1. For the lowest unoccupied orbital energy, the calculation gives -0.5 eV.

Here are the natural (NBO) charges for atoms 1 to 4, given in e:
1 N -0.205
2 N -0.213
3 N 0.008
4 C -0.219

=====

Which of them is the most stable, and which is the least stable? 1 and 2, in that order.

=====

1.
Formula: C5H3N3
Source: the OMol25 dataset
Level of theory: wB97M-V/def2-TZVPD

Element x y z (Å)
N1 -0.71 -2.37 -2.15
N2 -0.60 -0.26 0.72
N3 -0.35 1.53 2.22
C1 -0.56 -1.60 -1.25
C2 0.00 0.93 1.14
C3 -0.08 -0.57 -0.34
C4 0.98 0.36 -0.77
C5 1.03 1.34 0.14
H1 1.45 0.32 -1.70
H2 1.71 2.17 0.25
H3 0.20 2.45 2.33

The calculation puts the gap between HOMO and LUMO at 9.38 eV. Its total charge is 0. Its SMILES is [H]/N=C1\C=CC(C#N)=N1. For the lowest unoccupied orbital energy, the calculation gives -1.6 eV.

Here are the natural (NBO) charges for atoms 1 to 4, given in e:
1 N -0.248
2 N -0.367
3 N -0.485
4 C 0.242

=====

2.
Formula: C5H3N3
Source: the OMol25 dataset
Level of theory: wB97M-V/def2-TZVPD

Element x y z (Å)
N1 -2.84 1.70 -1.42
N2 1.81 0.15 1.73
N3 -0.02 1.02 0.44
C1 -0.73 0.47 -0.47
C2 0.95 0.08 0.82
C3 -1.88 1.16 -1.05
C4 -0.31 -0.91 -0.80
C5 0.71 -1.17 0.02
H1 -0.77 -1.55 -1.55
H2 1.80 1.10 2.14
H3 1.30 -2.06 0.14

The calculation puts the gap between HOMO and LUMO at 9.11 eV. Its total charge is 0. Its SMILES is [H]/N=C1/C=CC(C#N)=N1. For the lowest unoccupied orbital energy, the calculation gives -1.7 eV.

Here are the natural (NBO) charges for atoms 1 to 4, given in e:
1 N -0.239
2 N -0.498
3 N -0.401
4 C 0.163

=====

Which of them is the most stable, and which is the least stable? 2 and 1, in that order.

=====

1.
Formula: C2H3FS2
Source: the OMol25 dataset
Level of theory: wB97M-V/def2-TZVPD

Element x y z (Å)
S1 -1.42 -0.55 0.77
S2 -1.82 -1.72 -0.72
F1 2.11 1.68 0.06
C1 -0.03 0.91 -0.06
C2 1.13 0.87 0.55
H1 1.47 0.04 1.21
H2 -0.95 -2.77 -0.86
H3 -0.48 1.54 -0.94

The calculation puts the gap between HOMO and LUMO at 9.70 eV. Its total charge is 0. Its SMILES is F/C=C/SS. For the lowest unoccupied orbital energy, the calculation gives 0.3 eV.

Here are the natural (NBO) charges for atoms 1 to 4, given in e:
1 S 0.024
2 S -0.112
3 F -0.338
4 C -0.302

=====

2.
Formula: C2H3FS2
Source: the OMol25 dataset
Level of theory: wB97M-V/def2-TZVPD

Element x y z (Å)
S1 -0.86 -1.32 0.06
S2 1.50 0.80 0.04
F1 3.46 -0.89 -0.01
C1 -0.39 0.26 0.21
C2 2.14 -0.73 0.10
H1 1.39 -1.48 -0.15
H2 -0.76 0.80 -0.55
H3 -0.35 0.62 1.22

The calculation puts the gap between HOMO and LUMO (alpha / beta) at 6.36 / 6.36 eV. Its total charge is 0. For the lowest unoccupied orbital energy (alpha / beta), the calculation gives -1.6 / -1.6 eV.

Here are the natural (NBO) charges for atoms 1 to 4, given in e:
1 S -0.279
2 S 0.367
3 F -0.279
4 C -0.612

=====

3.
Formula: C2H3FS2
Source: the OMol25 dataset
Level of theory: wB97M-V/def2-TZVPD

Element x y z (Å)
S1 3.17 0.23 0.25
S2 -1.82 1.21 0.00
F1 -1.25 -1.29 -0.08
C1 -1.91 -0.30 0.51
C2 1.76 0.27 -0.50
H1 -2.46 -0.67 1.37
H2 1.07 -0.56 -0.45
H3 1.45 1.12 -1.10

The calculation puts the gap between HOMO and LUMO at 8.22 eV. Its total charge is 0. Its SMILES is FC=S.C=S. For the lowest unoccupied orbital energy, the calculation gives -0.6 eV.

Here are the natural (NBO) charges for atoms 1 to 4, given in e:
1 S 0.078
2 S 0.040
3 F -0.320
4 C 0.106

=====

Which of them is the most stable, and which is the least stable? 3 and 2, in that order.

=====

1.
Formula: C2H4N2S2
Source: the OMol25 dataset
Level of theory: wB97M-V/def2-TZVPD

Element x y z (Å)
S1 -2.53 -0.55 -0.87
S2 2.52 0.55 0.79
N1 -1.44 0.82 -0.68
N2 1.46 -0.83 0.77
C1 0.30 -0.65 0.27
C2 -0.29 0.61 -0.17
H1 3.33 0.08 1.75
H2 0.34 1.53 -0.18
H3 -3.22 0.18 -1.75
H4 -0.40 -1.49 0.22

The calculation puts the gap between HOMO and LUMO at 8.63 eV. Its total charge is 0. Its SMILES is S/N=C\C=N/S. For the lowest unoccupied orbital energy, the calculation gives -0.4 eV.

Here are the natural (NBO) charges for atoms 1 to 4, given in e:
1 S 0.129
2 S 0.154
3 N -0.469
4 N -0.477

=====

2.
Formula: C2H4N2S2
Source: the OMol25 dataset
Level of theory: wB97M-V/def2-TZVPD

Element x y z (Å)
S1 0.15 0.02 2.46
S2 2.09 0.14 0.43
N1 0.56 -0.09 -1.81
N2 -0.81 -0.43 1.30
C1 0.66 0.11 -0.62
C2 -0.69 0.37 0.12
H1 -1.50 0.13 -0.78
H2 1.30 -0.26 -2.56
H3 -0.86 -1.47 1.15
H4 -0.89 1.49 0.33

The calculation puts the gap between HOMO and LUMO (alpha / beta) at 7.22 / 6.96 eV. Its total charge is 0. For the lowest unoccupied orbital energy (alpha / beta), the calculation gives -1.7 / -1.8 eV.

Here are the natural (NBO) charges for atoms 1 to 4, given in e:
1 S 0.416
2 S -0.091
3 N -0.684
4 N -0.718

=====

Which of them is the most stable, and which is the least stable? 1 and 2, in that order.